# 1
Computed, not measured: C47H44BBaF3N12PS as an isolated structure in a non-equilibrium geometry, with ωB97M-V with the def2-TZVPD basis set.

Atoms and positions in Å:
Ba 0.969 -0.054 -0.037
S 3.182 2.153 0.270
P -0.316 -1.085 2.964
F 5.888 3.340 -0.928
F 4.668 4.925 -0.091
F 5.635 5.193 -1.998
N 0.279 -2.830 -2.155
N -0.833 3.377 -1.130
N 2.299 -0.787 -2.228
N -1.131 -0.201 -1.553
N 1.495 -0.932 -3.327
N 1.829 2.361 -2.013
N 0.535 -2.611 -0.838
N -0.741 2.404 0.928
N -0.288 -2.351 -4.530
N 0.566 -2.617 -5.553
N -2.239 4.219 0.535
N -1.026 -0.693 -2.817
C -2.219 0.407 6.884
C -2.390 -0.964 4.911
C 4.571 -2.868 1.631
C 0.681 -3.808 -0.289
C -1.132 -0.539 4.499
C 0.459 -3.294 4.549
C -2.039 -0.223 -3.570
C 3.400 -0.188 -2.661
C -2.840 0.580 -2.787
C -2.543 2.933 2.565
C -1.657 -1.944 2.069
C -2.646 4.297 1.927
C 2.925 -3.610 3.258
C 1.623 2.771 -3.266
C 3.336 0.072 -4.035
C -1.249 3.324 0.169
C 2.523 -1.752 1.842
C -2.931 -0.490 6.101
C 4.984 4.286 -1.225
C -0.117 -3.369 -6.397
C 1.340 -4.330 4.938
C 2.911 2.799 -1.315
C 0.519 -4.829 -1.234
C 0.777 -2.436 3.532
C -2.834 -3.872 1.223
C -1.425 -3.625 -5.933
C -2.224 0.555 -1.532
C 3.705 -1.819 1.204
C -0.428 0.376 5.284
C 2.538 -4.485 4.305
C -2.394 5.119 -1.730
C 4.187 -3.730 2.613
C -1.031 4.525 -1.996
C -1.484 -2.959 -4.737
C 3.530 4.149 -3.234
C 2.105 -0.410 -4.412
C 2.433 3.660 -3.933
C -1.804 -3.324 1.977
C -3.595 -1.666 0.648
C -3.731 -3.046 0.563
C 3.776 3.734 -1.943
C 2.034 -2.577 2.876
C -1.139 2.414 2.332
C -2.559 -1.122 1.390
C -2.502 5.416 -0.252
C 0.268 -4.157 -2.407
C -0.963 0.840 6.475
B 0.138 -1.686 -3.215
H 4.187 0.055 -1.961
H 5.539 -2.965 1.157
H -1.048 1.407 2.728
H -3.171 4.405 -2.016
H -4.278 -1.015 0.117
H -0.406 1.546 7.077
H -0.942 4.193 -3.031
H 1.637 -0.460 -5.380
H -1.108 -3.979 2.487
H -2.202 -4.205 -6.400
H 0.105 -4.532 -3.403
H 0.025 2.856 -1.290
H -2.505 1.066 -0.623
H -3.274 2.258 2.105
H -0.431 3.017 2.917
H -3.732 1.106 -3.084
H -2.015 5.011 2.475
H -4.531 -3.474 -0.028
H -3.667 4.682 1.956
H 3.221 -5.272 4.600
H 4.854 -4.522 2.929
H -3.912 -0.825 6.415
H -2.439 -0.042 1.430
H -1.802 6.220 0.019
H -2.768 2.991 3.631
H 0.353 -3.703 -7.310
H -2.956 -1.661 4.304
H -3.503 5.762 0.010
H -2.643 0.774 7.810
H -0.485 -3.176 5.070
H 1.059 -4.996 5.744
H 4.015 -1.123 0.430
H -0.256 5.285 -1.832
H 0.747 2.352 -3.755
H 0.544 0.731 4.958
H -2.121 -0.484 -4.612
H 4.071 0.552 -4.658
H 0.907 -3.891 0.764
H -2.274 -2.890 -4.008
H 0.586 -5.894 -1.089
H 2.222 3.957 -4.950
H -2.927 -4.948 1.146
H 4.201 4.856 -3.702
H -2.536 6.032 -2.310

Summary:
spin multiplicity	2
net charge	0
max |F|	1.611	eV/Å
energy above the lowest of the compared OMol25 structures with the same formula, charge and spin	14.74	kcal/mol
orbital gap (spin up / spin down)	6.9 / 5.8	eV
HOMO level (spin up / spin down)	-7.0 / -7.0	eV

***

# 2
Computed, not measured: a single C6H12FN2OP molecule in a non-equilibrium geometry, with ωB97M-V with the def2-TZVPD basis set.

Atoms and positions in Å:
P 1.997 -0.972 0.800
F -0.708 2.690 -1.732
O -3.322 -1.243 -0.773
N 2.170 -2.530 1.317
N -1.312 0.101 -1.684
C -0.637 2.102 0.721
C -1.004 -1.275 0.543
C 0.155 0.364 -1.282
C -2.040 -0.817 -0.679
C 0.102 1.905 -0.728
C 0.406 -0.885 -0.251
H -0.941 3.235 0.941
H 1.949 -0.172 2.025
H -1.659 1.497 0.831
H 1.146 2.441 -0.673
H -0.945 -0.565 1.482
H 0.116 1.796 1.564
H 2.171 -2.568 2.360
H -1.277 -0.565 -2.498
H 3.224 -0.693 0.054
H 0.858 0.375 -2.225
H 0.545 -1.816 -0.981
H -0.996 -2.404 0.868

Summary:
net charge	0
max |F|	9.064	eV/Å
SMILES	C[C@H](F)[C@@H]1NC(=O)C[C@@H]1[PH2]=N
orbital gap	8.9	eV
HOMO level	-8.6	eV

***

# 3
Computed, not measured: an isolated ion of composition C13H17N2S2 and charge +1 in a non-equilibrium geometry, with ωB97M-V with the def2-TZVPD basis set.

Atoms and positions in Å:
S -1.414 -2.014 1.592
S -2.302 0.727 1.353
N -2.316 -0.856 5.835
N -1.844 -0.090 3.798
C 1.935 1.853 2.255
C -3.596 -0.455 0.936
C -3.239 0.246 5.742
C -0.715 -2.218 4.734
C 2.945 0.912 2.401
C -2.948 0.790 4.321
C 1.319 -0.835 2.112
C -1.621 -1.031 4.695
C 2.648 -0.442 2.331
C 0.246 0.064 2.131
C -2.891 -1.759 0.556
C 0.615 1.411 2.056
C -1.197 -0.372 2.328
H -0.997 -2.997 3.972
H -2.579 1.822 4.376
H -2.457 -1.626 6.562
H 1.129 -1.911 2.133
H -4.278 -0.097 5.811
H -0.854 -2.681 5.752
H -4.428 -0.568 1.672
H 3.410 -1.190 2.572
H -3.834 0.716 3.665
H -2.596 -1.679 -0.504
H -4.053 -0.010 0.030
H -3.556 -2.645 0.603
H -0.172 2.172 2.050
H 2.142 2.912 2.433
H 0.363 -1.924 4.642
H -2.994 1.029 6.468
H 3.944 1.227 2.674

Summary:
net charge	+1
max |F|	3.056	eV/Å
SMILES	CC1=[NH+]CCN1C1(c2ccccc2)SCCS1
energy above the lowest of the compared OMol25 structures with the same formula, charge and spin	18.51	kcal/mol
orbital gap	9.5	eV
HOMO level	-12.1	eV